#one
{
  "formula": "C3H8N2",
  "method": "ωB97M-V/def2-TZVPD",
  "elements": ["C", "C", "C", "N", "N", "H", "H", "H", "H", "H", "H", "H", "H"],
  "coordinates": [[-1.84, -0.60, -0.50], [2.55, -0.34, 0.38], [2.17, 0.70, -0.26], [-1.51, 0.22, 0.69], [-2.79, 0.36, -0.05], [-2.15, -1.67, -0.17], [2.05, -0.50, 1.36], [3.30, -0.85, -0.06], [-1.11, -0.39, -1.25], [2.63, 0.95, -1.14], [1.39, 1.19, 0.19], [-1.83, -0.14, 1.59], [-2.85, 1.07, -0.76]],
  "charge": 0,
  "smiles": "C1NN1.C=C",
  "homo_lumo_gap_ev": 10.83
}

=====

#two
{
  "formula": "C3H8N2",
  "method": "ωB97M-V/def2-TZVPD",
  "elements": ["C", "C", "C", "N", "N", "H", "H", "H", "H", "H", "H", "H", "H"],
  "coordinates": [[1.35, 0.37, 0.23], [-0.15, -0.18, 0.28], [-1.29, 0.60, -0.38], [1.67, -0.98, -0.21], [0.23, -1.39, -0.44], [1.62, 1.14, -0.64], [1.69, 0.69, 1.21], [-0.32, -0.36, 1.79], [-1.82, -0.04, -1.06], [-0.79, 1.24, -1.13], [-1.95, 1.06, 0.36], [2.38, -1.06, -0.96], [0.13, -2.30, -0.01]],
  "charge": 0,
  "homo_lumo_gap_ev": 9.38
}

=====

#three
{
  "formula": "C3H8N2",
  "method": "ωB97M-V/def2-TZVPD",
  "elements": ["C", "C", "C", "N", "N", "H", "H", "H", "H", "H", "H", "H", "H"],
  "coordinates": [[0.77, 1.02, -0.03], [-0.18, -0.11, 0.45], [-1.61, -0.19, -0.21], [1.73, -0.07, -0.09], [0.75, -1.10, -0.07], [0.57, 1.30, -1.04], [0.83, 1.67, 0.81], [-0.14, 0.02, 1.66], [-1.47, -0.54, -1.29], [-2.16, 0.78, -0.14], [-2.26, -0.86, 0.47], [2.15, -0.09, -0.95], [1.02, -1.84, 0.44]],
  "charge": 0,
  "smiles": "C[C@@H]1CNN1",
  "homo_lumo_gap_ev": 9.27
}

=====

Best to worst by energy: #three, #one, #two.

=====

#one
{
  "formula": "C25H43NP2Re",
  "method": "ωB97M-V/def2-TZVPD",
  "elements": ["Re", "C", "C", "C", "C", "C", "C", "H", "H", "H", "C", "H", "H", "H", "C", "H", "H", "H", "C", "H", "H", "H", "C", "H", "H", "H", "C", "C", "C", "C", "C", "C", "C", "C", "H", "H", "H", "H", "H", "H", "H", "H", "H", "H", "H", "H", "P", "P", "C", "C", "H", "H", "H", "H", "C", "H", "H", "H", "C", "H", "H", "H", "C", "H", "H", "H", "C", "H", "H", "H", "N", "C"],
  "coordinates": [[0.95, 2.04, -0.26], [-0.87, 2.47, 0.66], [-0.85, 2.88, -0.72], [-0.73, 0.56, -0.63], [-0.75, 1.04, 0.71], [-0.72, 1.69, -1.52], [-1.21, 3.32, 1.83], [-1.07, 4.38, 1.61], [-0.57, 3.04, 2.68], [-2.25, 3.15, 2.13], [-0.79, 0.19, 1.93], [-0.39, 0.73, 2.79], [-0.21, -0.73, 1.79], [-1.84, -0.07, 2.11], [-0.86, -0.89, -0.95], [-1.81, -1.23, -0.50], [-0.07, -1.48, -0.47], [-0.83, -1.09, -2.03], [-0.85, 1.64, -3.02], [-1.90, 1.67, -3.35], [-0.43, 0.72, -3.42], [-0.33, 2.46, -3.52], [-1.07, 4.28, -1.21], [-2.12, 4.52, -1.42], [-0.51, 4.47, -2.13], [-0.69, 4.99, -0.46], [4.35, 3.46, 1.14], [3.35, 4.29, 1.50], [2.74, 5.35, 0.61], [2.22, 4.99, -0.78], [1.89, 3.53, -1.06], [2.95, 2.60, -1.17], [4.36, 3.06, -1.36], [5.08, 3.66, -0.15], [3.44, 6.20, 0.50], [2.96, 5.27, -1.53], [1.90, 5.77, 1.18], [5.28, 4.73, -0.31], [4.84, 2.80, 1.87], [3.09, 4.37, 2.57], [6.09, 3.25, -0.05], [4.96, 2.19, -1.65], [2.88, 1.49, -1.26], [4.39, 3.77, -2.20], [1.32, 5.57, -1.01], [1.10, 3.37, -1.84], [3.21, -0.12, 1.56], [2.45, -0.69, -1.81], [4.48, -0.47, 0.28], [4.15, -0.85, -1.20], [5.03, -1.35, 0.67], [5.18, 0.37, 0.28], [4.79, -0.28, -1.89], [4.38, -1.91, -1.42], [1.81, -2.38, -2.02], [0.96, -2.36, -2.73], [1.47, -2.76, -1.06], [2.60, -3.04, -2.41], [2.59, -0.20, -3.56], [3.60, -0.33, -3.94], [2.31, 0.84, -3.70], [1.90, -0.78, -4.18], [3.91, -0.43, 3.24], [3.20, -0.01, 3.99], [4.93, -0.01, 3.35], [3.94, -1.51, 3.43], [2.17, 1.41, 1.93], [1.70, 2.39, 1.44], [2.81, 1.94, 2.66], [1.31, 1.05, 2.51], [1.47, -2.47, 1.26], [2.20, -1.56, 1.35]],
  "charge": 2,
  "spin_multiplicity": 4,
  "homo_lumo_gap_ev": [6.29, 7.00]
}

=====

#two
{
  "formula": "C25H43NP2Re",
  "method": "ωB97M-V/def2-TZVPD",
  "elements": ["Re", "C", "C", "C", "C", "C", "C", "H", "H", "H", "C", "H", "H", "H", "C", "H", "H", "H", "C", "H", "H", "H", "C", "H", "H", "H", "C", "C", "C", "C", "C", "C", "C", "C", "H", "H", "H", "H", "H", "H", "H", "H", "H", "H", "H", "H", "P", "P", "C", "C", "H", "H", "H", "H", "C", "H", "H", "H", "C", "H", "H", "H", "C", "H", "H", "H", "C", "H", "H", "H", "N", "C"],
  "coordinates": [[-0.20, -1.45, -0.61], [-0.44, -2.83, 1.36], [0.88, -2.81, 0.79], [0.69, -0.99, 2.21], [-0.57, -1.61, 2.15], [1.54, -1.60, 1.24], [-1.53, -3.77, 1.03], [-1.27, -4.37, 0.14], [-2.46, -3.21, 0.79], [-1.78, -4.47, 1.84], [-1.75, -1.20, 2.93], [-2.68, -1.48, 2.43], [-1.78, -0.12, 3.06], [-1.70, -1.63, 3.93], [1.09, 0.04, 3.21], [0.89, -0.34, 4.21], [0.54, 0.98, 3.10], [2.14, 0.36, 3.17], [3.03, -1.42, 1.27], [3.47, -2.12, 2.02], [3.34, -0.40, 1.56], [3.47, -1.62, 0.28], [1.56, -3.92, 0.10], [1.88, -4.65, 0.85], [2.43, -3.58, -0.45], [0.86, -4.40, -0.58], [-1.52, -0.02, -2.77], [-1.52, -1.35, -2.15], [-0.65, -2.46, -3.01], [0.86, -2.40, -2.89], [1.40, -1.53, -1.72], [0.85, -0.09, -1.50], [0.82, 0.71, -2.94], [-0.48, 0.49, -3.73], [-1.02, -2.25, -4.07], [1.28, -2.19, -3.89], [-1.03, -3.40, -2.57], [-0.26, -0.10, -4.62], [-2.36, 0.67, -2.67], [-2.59, -1.76, -2.18], [-0.88, 1.43, -4.14], [0.96, 1.81, -2.79], [1.55, 0.50, -0.81], [1.66, 0.29, -3.50], [1.18, -3.41, -2.63], [2.48, -1.70, -1.58], [-2.27, 2.34, 0.32], [1.38, 2.51, 0.99], [-1.08, 3.31, -0.65], [0.44, 3.58, -0.21], [-1.54, 4.32, -0.61], [-1.11, 2.96, -1.71], [1.05, 3.60, -1.14], [0.45, 4.59, 0.26], [1.65, 3.47, 2.53], [2.51, 3.01, 3.07], [0.75, 3.36, 3.16], [1.85, 4.53, 2.29], [3.15, 2.49, 0.27], [3.24, 3.31, -0.46], [3.35, 1.53, -0.24], [3.91, 2.58, 1.06], [-3.93, 2.93, 0.10], [-4.52, 2.04, 0.37], [-3.99, 3.20, -0.96], [-4.06, 3.74, 0.82], [-2.56, 0.55, -0.08], [-1.41, 0.28, -0.42], [-3.46, 0.16, -0.70], [-2.81, 0.04, 0.87], [-1.56, 2.54, 3.16], [-1.82, 2.45, 2.03]],
  "charge": 2,
  "spin_multiplicity": 4,
  "homo_lumo_gap_ev": [5.14, 6.58]
}

=====

Best to worst by energy: #one, #two.

=====

#one
{
  "formula": "C3H5O2S",
  "method": "ωB97M-V/def2-TZVPD",
  "elements": ["C", "C", "C", "O", "O", "S", "H", "H", "H", "H", "H"],
  "coordinates": [[-0.60, 0.96, 0.16], [0.00, -0.14, -0.72], [-1.17, -0.40, 0.11], [4.95, 0.59, 1.02], [5.10, -0.84, -1.02], [4.20, -0.16, -0.03], [-0.27, 1.51, 1.00], [-1.07, 1.77, -0.37], [0.09, -0.18, -1.81], [0.93, -0.68, -0.44], [-2.25, -0.76, -0.11]],
  "charge": -1,
  "homo_lumo_gap_ev": [8.03, 3.95]
}

=====

#two
{
  "formula": "C3H5O2S",
  "method": "ωB97M-V/def2-TZVPD",
  "elements": ["O", "C", "O", "C", "C", "S", "H", "H", "H", "H", "H"],
  "coordinates": [[0.96, -1.61, 1.82], [0.15, -1.47, 0.86], [-0.41, -2.38, 0.16], [0.15, 0.01, 0.46], [-0.16, 0.27, -1.01], [-0.64, 2.14, -1.17], [-0.44, 0.40, 1.32], [1.10, 0.45, 0.50], [0.64, 0.21, -1.76], [-0.92, -0.44, -1.35], [-0.42, 2.43, 0.17]],
  "charge": -1,
  "smiles": "O=C([O-])CCS",
  "homo_lumo_gap_ev": 7.23
}

=====

Best to worst by energy: #two, #one.

=====

#one
{
  "formula": "C4H15NO2",
  "method": "ωB97M-V/def2-TZVPD",
  "elements": ["C", "C", "C", "N", "C", "H", "H", "H", "H", "H", "H", "H", "H", "H", "H", "H", "H", "H", "O", "H", "H", "O"],
  "coordinates": [[1.16, -0.14, -1.72], [0.77, 0.90, -0.69], [-0.62, 0.67, 0.01], [-0.53, -0.04, 1.30], [-0.64, 0.87, 2.48], [1.50, -1.06, -1.17], [0.42, -0.56, -2.28], [2.06, 0.20, -2.12], [1.67, 1.09, 0.03], [0.64, 1.97, -1.24], [-0.73, 1.75, 0.17], [-1.17, 0.23, -0.82], [-1.42, -0.67, 1.41], [0.11, 1.62, 2.48], [-1.52, 1.32, 2.69], [-0.29, 0.34, 3.41], [1.61, -2.81, 1.29], [2.54, -1.62, 1.50], [2.35, -2.44, 1.83], [-3.25, 0.14, -2.89], [-2.22, 0.75, -3.72], [-2.38, 0.41, -2.89]],
  "charge": 0,
  "smiles": "CCCNC.O.O",
  "homo_lumo_gap_ev": 9.37
}

=====

#two
{
  "formula": "C4H15NO2",
  "method": "ωB97M-V/def2-TZVPD",
  "elements": ["C", "C", "N", "C", "C", "H", "H", "H", "H", "H", "H", "H", "H", "H", "H", "H", "H", "H", "O", "H", "H", "O"],
  "coordinates": [[-2.20, 1.19, 1.12], [-1.04, 0.32, 1.47], [-0.30, -0.09, 0.26], [0.79, -1.09, 0.44], [1.41, -1.72, -0.82], [-3.05, 0.72, 0.74], [-2.63, 1.62, 2.07], [-1.98, 2.12, 0.49], [-1.57, -0.47, 2.03], [-0.47, 0.74, 2.22], [-1.00, -0.56, -0.27], [0.56, -1.97, 1.02], [1.67, -0.71, 0.92], [2.02, -0.89, -1.25], [0.86, -2.25, -1.60], [2.10, -2.48, -0.36], [0.25, 0.61, -3.43], [0.20, 0.46, -2.02], [-0.01, -0.08, -2.77], [0.75, 1.05, 0.00], [2.24, 1.75, 0.13], [1.42, 1.73, -0.41]],
  "charge": 0,
  "smiles": "CCNCC.O.O",
  "homo_lumo_gap_ev": 10.74
}

=====

Best to worst by energy: #two, #one.